Record 1
Density functional theory data (wB97M-V/def2-TZVPD) for the molecule C4H6N2O2.

Results
total energy = -11316.1264 eV
multiplicity = 1
LUMO level = -0.803 eV
strongest force on any atom = 6.32 eV/A
Kohn-Sham gap = 8.23 eV
HOMO level = -9.0 eV
energy relative to the best compared isomer or geometry (same formula, charge and spin) = 474.3 kJ/mol

CARTESIAN COORDINATES (ANGSTROEM)
C: -1.181 -0.097 -0.021
C: 0.299 -0.235 -0.168
C: 0.929 -0.671 -1.315
C: 0.891 -0.109 1.089
H: -0.696 1.006 -2.414
H: -2.544 1.277 -2.297
H: -1.619 -0.915 0.694
H: 0.459 -0.954 -2.263
H: 1.934 -1.216 -1.657
H: 2.150 -0.538 2.097
N: -1.668 1.223 -1.839
N: -2.049 0.413 -0.810
O: 2.195 -0.149 1.086
O: 0.393 -0.281 2.273

=====

Record 2
Density functional theory data (wB97M-V/def2-TZVPD) for a cluster of 2 separate species, CBrCl2FS in total.

Results
total energy = -109673.8995 eV
multiplicity = 1
LUMO level (spin up / spin down) = -0.235 / -2.546 eV
strongest force on any atom = 1.72 eV/A
Kohn-Sham gap (spin up / spin down) = 9.16 / 5.85 eV
HOMO level (spin up / spin down) = -9.4 / -8.4 eV
energy relative to the best compared isomer or geometry (same formula, charge and spin) = 96.9 kJ/mol

CARTESIAN COORDINATES (ANGSTROEM)
C: -0.992 0.241 0.018
F: -0.229 0.904 -0.796
S: 2.229 -0.875 1.209
Cl: -2.165 1.068 0.952
Cl: -1.374 -1.254 -0.656
Br: 2.530 -0.084 -0.726

=====

Record 3
Density functional theory data (wB97M-V/def2-TZVPD) for a structure of composition C4H8NO2.

Results
total energy = -9858.8223 eV
multiplicity = 1
LUMO level = 3.678 eV
strongest force on any atom = 6.31 eV/A
Kohn-Sham gap = 6.69 eV
charge = -1
HOMO level = -3.0 eV
energy relative to the best compared isomer or geometry (same formula, charge and spin) = 575.5 kJ/mol

CARTESIAN COORDINATES (ANGSTROEM)
C: -0.463 0.469 -0.771
C: -1.716 -0.297 -0.394
C: -2.591 0.066 0.610
O: -3.698 -0.474 0.957
N: 0.854 -0.236 -0.568
C: 1.383 0.085 0.780
O: 2.489 -0.343 1.392
H: -0.455 1.470 -0.259
H: -0.517 0.740 -1.817
H: 3.530 -0.684 -0.644
H: -1.910 -1.197 -0.911
H: -2.219 0.960 1.195
H: 0.668 -0.853 0.470
H: 3.768 -0.695 -1.286
H: 0.879 0.990 1.243

=====

Record 4
Density functional theory data (wB97M-V/def2-TZVPD) for a cluster of 2 separate species, C3H12N2O in total.

Results
total energy = -8331.7748 eV
multiplicity = 1
LUMO level = 0.846 eV
strongest force on any atom = 4.10 eV/A
Kohn-Sham gap = 10.42 eV
HOMO level = -9.6 eV
energy relative to the best compared isomer or geometry (same formula, charge and spin) = 149.3 kJ/mol

CARTESIAN COORDINATES (ANGSTROEM)
C: 2.471 1.525 2.301
O: 2.631 1.852 3.713
C: 2.542 2.766 1.345
H: 1.490 1.124 2.136
H: 3.175 0.747 2.060
H: 2.896 2.774 3.813
H: 3.520 2.799 0.902
H: 2.268 3.719 1.813
H: 1.901 2.570 0.576
N: -3.254 -3.083 -2.795
C: -2.841 -1.753 -2.456
N: -1.514 -1.923 -1.572
H: -3.682 -3.387 -1.901
H: -2.496 -3.795 -2.838
H: -3.550 -1.113 -1.910
H: -2.514 -1.087 -3.302
H: -1.691 -2.652 -0.921
H: -1.353 -1.084 -0.964

=====

Record 5
Density functional theory data (wB97M-V/def2-TZVPD) for a structure of composition C39H32DyF5N6OS3.

Results
total energy = -122121.9511 eV
multiplicity = 6
LUMO level (spin up / spin down) = 3.635 / 3.562 eV
strongest force on any atom = 3.93 eV/A
Kohn-Sham gap (spin up / spin down) = 3.73 / 4.08 eV
charge = -2
HOMO level (spin up / spin down) = -0.1 / -0.5 eV
energy relative to the best compared isomer or geometry (same formula, charge and spin) = 356.6 kJ/mol

CARTESIAN COORDINATES (ANGSTROEM)
Dy: -0.810 -0.848 -0.090
N: -1.462 -5.279 -1.869
C: -1.414 -4.016 -1.415
S: -0.024 -3.065 -1.787
N: -2.467 -3.708 -0.664
N: -2.400 -2.557 0.068
C: -3.411 -2.249 0.890
C: -3.270 -1.232 1.871
C: -4.350 -0.815 2.713
C: -4.136 0.277 3.545
C: -2.852 0.823 3.636
C: -1.837 0.322 2.838
N: -2.055 -0.625 1.933
H: -0.818 -5.632 -2.573
H: -2.325 -5.785 -1.710
H: -4.357 -2.791 0.839
H: -5.278 -1.366 2.795
H: -4.942 0.723 4.162
H: -2.607 1.681 4.257
H: -0.850 0.644 2.946
C: 2.193 1.195 -2.878
C: 1.855 0.789 -1.497
N: 1.422 -0.514 -1.266
N: 2.507 -1.268 -0.858
C: 2.329 -2.260 -0.013
S: 1.086 -2.635 1.131
S: 3.878 -3.222 0.042
C: 4.185 -3.074 1.814
C: 5.615 -3.426 2.151
C: 5.956 -4.695 2.620
C: 7.280 -5.008 2.830
C: 8.278 -4.058 2.733
C: 7.927 -2.771 2.314
C: 6.624 -2.456 1.992
C: 2.223 1.488 -0.344
C: 3.276 2.358 -0.373
C: 3.948 2.726 0.770
C: 3.626 2.101 1.975
C: 2.549 1.244 2.042
C: 1.650 1.132 0.956
O: 0.461 0.597 1.120
H: 1.570 0.655 -3.637
H: 3.299 1.143 -3.037
H: 1.969 2.287 -2.935
H: 3.491 -3.714 2.353
H: 3.937 -1.992 2.092
H: 5.218 -5.467 2.790
H: 7.597 -6.030 2.980
H: 9.304 -4.259 2.952
H: 8.704 -1.998 2.259
H: 6.436 -1.457 1.609
H: 3.598 2.687 -1.388
H: 4.804 3.363 0.782
H: 4.198 2.302 2.883
H: 2.326 0.680 2.950
C: -3.087 6.173 1.281
C: -3.991 5.233 0.776
C: -3.510 4.011 0.271
C: -2.137 3.704 0.226
C: -1.269 4.701 0.671
C: -1.709 5.876 1.233
C: -1.576 2.433 -0.203
C: -2.212 1.422 -0.816
C: -3.308 1.546 -1.744
C: -3.311 2.560 -2.751
C: -4.341 2.630 -3.713
C: -5.380 1.707 -3.653
C: -5.437 0.788 -2.616
C: -4.406 0.660 -1.711
H: -3.464 7.109 1.698
H: -5.072 5.458 0.752
H: -4.224 3.282 -0.055
H: -0.204 4.552 0.520
H: -0.998 6.632 1.557
H: -0.567 2.245 0.177
H: -2.528 3.341 -2.730
H: -4.276 3.315 -4.567
H: -6.160 1.679 -4.415
H: -6.301 0.140 -2.507
H: -4.473 -0.118 -0.951
F: -0.613 -0.083 -3.859
C: -0.934 -1.337 -3.420
F: -1.903 -1.081 -2.413
C: -1.454 -2.185 -4.561
F: -0.429 -2.569 -5.417
F: -2.325 -1.439 -5.274
F: -2.054 -3.326 -4.084

=====

Record 6
Density functional theory data (wB97M-V/def2-TZVPD) for the ion C4H4IN2O2 with charge -1.

Results
total energy = -19388.8522 eV
multiplicity = 1
LUMO level = 3.289 eV
strongest force on any atom = 6.51 eV/A
Kohn-Sham gap = 6.95 eV
charge = -1
HOMO level = -3.7 eV
energy relative to the best compared isomer or geometry (same formula, charge and spin) = 16.7 kJ/mol

CARTESIAN COORDINATES (ANGSTROEM)
C: 0.863 -0.773 -1.205
C: 1.129 2.826 0.224
C: 0.162 0.582 0.803
C: -0.946 -1.446 0.226
N: 0.911 1.616 0.446
N: 0.092 -0.523 -0.212
O: 0.824 -1.799 -1.878
O: -0.339 0.414 1.892
I: -0.777 4.021 -0.228
H: -1.408 -1.888 -0.627
H: -0.451 -2.229 0.760
H: -1.619 -0.969 1.070
H: 1.559 0.168 -1.271

=====

Record 7
Density functional theory data (wB97M-V/def2-TZVPD) for a structure of composition C18H39As2N6O2Pd.

Results
total energy = -157469.3939 eV
multiplicity = 1
LUMO level (spin up / spin down) = -9.051 / -9.054 eV
strongest force on any atom = 1.46 eV/A
Kohn-Sham gap (spin up / spin down) = 6.93 / 6.93 eV
charge = +3
HOMO level (spin up / spin down) = -16.0 / -16.0 eV
energy relative to the best compared isomer or geometry (same formula, charge and spin) = 131.3 kJ/mol

CARTESIAN COORDINATES (ANGSTROEM)
Pd: -0.857 0.976 0.263
C: 3.305 0.826 0.237
As: 1.594 1.098 1.139
C: 1.921 0.099 2.777
C: 1.636 2.960 1.706
C: 2.819 3.690 1.681
C: 2.818 5.034 2.028
C: 1.638 5.650 2.410
C: 0.458 4.920 2.454
C: 0.453 3.577 2.097
As: -1.207 2.563 2.099
C: -2.612 3.907 2.057
C: -1.394 1.965 3.945
H: 4.101 1.059 0.941
H: 3.398 1.451 -0.649
H: 3.385 -0.223 -0.043
H: 2.763 0.546 3.304
H: 2.157 -0.933 2.522
H: 1.047 0.098 3.424
H: 3.749 3.225 1.380
H: 3.738 5.600 1.984
H: 1.628 6.701 2.662
H: -0.458 5.414 2.753
H: -2.550 4.515 2.958
H: -3.584 3.414 2.046
H: -2.529 4.543 1.178
H: -1.129 2.782 4.614
H: -0.767 1.104 4.162
H: -2.434 1.689 4.119
N: -0.340 0.458 -1.956
C: -0.546 -0.976 -2.238
C: 0.346 -1.518 -3.372
C: 1.868 -1.408 -3.193
C: 2.440 -2.306 -2.082
N: 2.060 -3.705 -2.211
C: 2.562 -4.566 -3.086
N: 3.549 -4.217 -3.913
N: 2.066 -5.801 -3.149
C: -0.473 -1.835 -0.937
O: -0.396 -3.060 -1.073
O: -0.571 -1.227 0.175
H: -0.772 1.017 -2.683
H: 0.650 0.667 -1.979
H: -1.582 -1.101 -2.569
H: 0.073 -0.985 -4.285
H: 0.084 -2.565 -3.520
H: 2.175 -0.378 -2.990
H: 2.318 -1.683 -4.148
H: 2.051 -1.976 -1.120
H: 3.528 -2.218 -2.039
H: 1.192 -3.927 -1.721
H: 3.982 -3.313 -3.861
H: 3.974 -4.891 -4.528
H: 1.366 -6.117 -2.500
H: 2.468 -6.492 -3.760
N: -5.218 -2.451 1.126
C: -4.996 -1.165 0.384
C: -3.547 -0.679 0.551
N: -3.243 0.517 -0.237
H: -6.178 -2.785 1.010
H: -5.050 -2.336 2.129
H: -4.589 -3.183 0.785
H: -5.705 -0.429 0.760
H: -5.215 -1.344 -0.668
H: -2.860 -1.470 0.243
H: -3.339 -0.453 1.599
H: -3.829 1.301 0.032
H: -3.392 0.353 -1.227

=====

Record 8
Density functional theory data (wB97M-V/def2-TZVPD) for a cluster of 2 separate species, CHClN2O in total.

Results
total energy = -18599.1139 eV
multiplicity = 1
LUMO level (spin up / spin down) = -0.749 / -0.786 eV
strongest force on any atom = 3.42 eV/A
Kohn-Sham gap (spin up / spin down) = 8.69 / 8.63 eV
HOMO level (spin up / spin down) = -9.4 / -9.4 eV
energy relative to the best compared isomer or geometry (same formula, charge and spin) = 274.0 kJ/mol

CARTESIAN COORDINATES (ANGSTROEM)
C: 1.255 -0.044 0.358
N: 0.267 0.405 0.833
N: -1.611 -1.074 -1.008
O: 1.960 -0.598 -0.341
Cl: -1.959 0.348 -1.475
H: 0.088 0.963 1.633

=====

Record 9
Density functional theory data (wB97M-V/def2-TZVPD) for the molecule C2H9NO2SSi.

Results
total energy = -26514.3498 eV
multiplicity = 1
LUMO level = 0.486 eV
strongest force on any atom = 4.08 eV/A
Kohn-Sham gap = 8.35 eV
HOMO level = -7.9 eV
energy relative to the best compared isomer or geometry (same formula, charge and spin) = 86.1 kJ/mol

CARTESIAN COORDINATES (ANGSTROEM)
C: -2.033 -1.120 -0.392
C: -0.610 -0.759 -0.306
N: -0.307 1.700 1.073
O: 1.452 0.809 -0.343
O: -0.510 1.616 -1.603
Si: 2.469 -0.477 0.066
S: -0.098 0.871 -0.462
H: -2.206 -2.149 -0.913
H: -2.424 -0.902 0.577
H: -2.479 -0.514 -1.203
H: -0.139 -0.831 0.734
H: 0.239 2.503 1.387
H: -1.338 1.675 1.449
H: 3.795 -0.008 -0.358
H: 2.236 -1.068 1.336
H: 1.953 -1.346 -1.042

=====

Record 10
Density functional theory data (wB97M-V/def2-TZVPD) for the molecule C5H8O2.

Results
total energy = -9407.5442 eV
multiplicity = 1
LUMO level = 1.057 eV
strongest force on any atom = 0.48 eV/A
Kohn-Sham gap = 10.23 eV
HOMO level = -9.2 eV
energy relative to the best compared isomer or geometry (same formula, charge and spin) = 220.8 kJ/mol

CARTESIAN COORDINATES (ANGSTROEM)
C: 0.697 -0.765 1.475
C: 0.824 -1.017 -0.007
O: -0.321 -1.189 -0.818
C: -1.279 -0.144 -0.829
C: -0.658 1.250 -0.776
O: 0.280 1.422 0.278
C: 1.156 0.344 0.542
H: -0.320 -0.666 1.843
H: 1.375 -1.230 2.195
H: 1.600 -1.687 -0.381
H: -2.016 -0.275 -0.019
H: -1.823 -0.205 -1.782
H: -0.217 1.501 -1.755
H: -1.482 1.954 -0.588
H: 2.184 0.706 0.624

=====

Record 11
Density functional theory data (wB97M-V/def2-TZVPD) for a structure of composition H27O17S.

Results
total energy = -46078.0789 eV
multiplicity = 1
LUMO level = 1.715 eV
strongest force on any atom = 9.43 eV/A
Kohn-Sham gap = 7.94 eV
charge = -1
HOMO level = -6.2 eV
energy relative to the best compared isomer or geometry (same formula, charge and spin) = 372.4 kJ/mol

CARTESIAN COORDINATES (ANGSTROEM)
O: -1.539 0.902 2.596
H: -1.438 1.852 2.608
H: -0.882 0.428 2.001
H: -2.348 0.509 2.221
S: 0.320 0.062 0.138
O: -0.515 -0.906 -0.605
O: -0.165 1.346 -0.134
O: 0.152 -0.283 1.528
O: 1.750 -0.125 -0.289
O: -1.464 2.141 -2.346
H: -1.135 1.797 -1.509
H: -0.717 1.765 -3.051
O: 2.978 -2.206 -1.319
H: 2.634 -1.509 -0.696
H: 2.190 -2.682 -1.243
O: 1.506 3.462 -1.355
H: 0.884 2.724 -1.063
H: 1.826 3.902 -0.497
O: -3.362 1.127 -0.299
H: -2.881 1.388 -1.061
H: -4.113 1.790 -0.068
O: 3.570 -0.729 1.070
H: 3.112 -0.463 1.912
H: 2.935 -0.657 0.349
O: 1.710 -0.563 3.089
H: 1.768 -1.392 3.491
H: 1.076 -0.479 2.256
O: 3.320 1.397 -1.216
H: 2.861 2.230 -1.165
H: 2.708 0.748 -0.862
O: -2.510 -2.678 0.178
H: -1.765 -2.369 -0.290
H: -2.030 -3.011 1.034
O: -1.691 -0.874 -2.763
H: -2.727 -0.831 -2.804
H: -1.228 -1.069 -1.811
O: 0.321 -2.985 -1.870
H: -0.176 -2.273 -1.471
H: -0.235 -3.699 -1.770
O: -0.887 -2.537 1.810
H: -0.358 -1.749 1.522
H: -0.149 -3.343 1.884
O: -1.298 3.144 0.845
H: -1.134 2.668 0.124
H: -0.872 4.029 0.902

=====

Record 12
Density functional theory data (wB97M-V/def2-TZVPD) for a structure of composition C44H47BrCdN3O4P2Si2.

Results
total energy = -167997.7439 eV
multiplicity = 1
LUMO level = 2.012 eV
strongest force on any atom = 0.81 eV/A
Kohn-Sham gap = 6.10 eV
charge = -1
HOMO level = -4.1 eV

CARTESIAN COORDINATES (ANGSTROEM)
Cd: 0.157 0.539 -0.412
C: -3.262 -2.476 -2.302
Si: -2.401 -0.812 -2.363
C: -3.646 0.477 -2.911
C: -1.121 -0.907 -3.718
N: -1.740 -0.361 -0.835
P: -1.860 -1.389 0.517
C: -1.100 -0.407 1.898
P: -1.259 1.330 2.107
N: -0.406 2.117 0.981
Si: 0.030 3.770 0.821
C: -0.807 4.958 2.004
C: 1.872 3.952 1.126
C: -0.346 4.321 -0.919
C: -0.462 1.705 3.728
C: -0.870 2.709 4.601
C: -0.117 3.024 5.729
C: 1.061 2.345 5.993
C: 1.491 1.353 5.117
C: 0.738 1.041 3.997
C: -2.913 2.116 2.147
C: -3.785 2.081 3.232
C: -5.055 2.639 3.142
C: -5.479 3.220 1.955
C: -4.630 3.232 0.856
C: -3.361 2.682 0.952
C: -3.665 -1.276 1.013
C: -4.171 -2.191 1.936
C: -5.491 -2.118 2.369
C: -6.335 -1.134 1.870
C: -5.850 -0.226 0.935
C: -4.528 -0.304 0.511
C: -1.189 -1.264 3.114
C: -0.451 -2.462 3.159
C: -0.489 -3.309 4.254
C: -1.264 -2.993 5.368
C: -2.015 -1.828 5.342
C: -1.991 -0.994 4.230
H: -3.642 -2.755 -3.291
H: -4.101 -2.477 -1.600
H: -2.557 -3.248 -1.976
H: -3.812 0.423 -3.994
H: -3.269 1.479 -2.680
H: -4.612 0.349 -2.412
H: -1.605 -1.104 -4.682
H: -0.405 -1.714 -3.536
H: -0.564 0.030 -3.814
H: -0.416 4.847 3.019
H: -1.893 4.837 2.038
H: -0.589 5.978 1.669
H: 2.192 3.243 1.897
H: 2.120 4.963 1.467
H: 2.450 3.755 0.216
H: -1.406 4.575 -1.028
H: -0.101 3.530 -1.637
H: 0.240 5.206 -1.188
H: -1.767 3.276 4.398
H: -0.454 3.808 6.398
H: 1.649 2.594 6.868
H: 2.416 0.822 5.308
H: 1.064 0.268 3.314
H: -3.489 1.613 4.161
H: -5.714 2.612 4.001
H: -6.471 3.650 1.884
H: -4.959 3.661 -0.083
H: -2.703 2.677 0.091
H: -3.517 -2.963 2.331
H: -5.862 -2.833 3.095
H: -7.365 -1.078 2.203
H: -6.501 0.545 0.536
H: -4.144 0.398 -0.221
H: 0.148 -2.727 2.295
H: 0.096 -4.222 4.244
H: -1.292 -3.651 6.228
H: -2.646 -1.571 6.186
H: -2.641 -0.130 4.212
Br: 6.558 -0.115 2.532
C: 4.843 -0.088 1.740
C: 4.573 0.796 0.713
C: 3.298 0.779 0.170
N: 2.341 -0.048 0.598
C: 2.624 -0.892 1.585
C: 3.865 -0.953 2.196
H: 5.323 1.477 0.338
H: 3.029 1.438 -0.647
H: 1.818 -1.546 1.901
H: 4.053 -1.648 3.002
O: 2.014 1.437 -4.254
C: 1.940 0.877 -3.169
O: 1.238 1.284 -2.165
C: 2.794 -0.354 -2.929
C: 4.093 -0.353 -3.423
C: 4.991 -1.391 -3.142
C: 4.518 -2.424 -2.375
O: 5.185 -3.550 -1.955
C: 4.241 -4.300 -1.183
O: 3.005 -3.590 -1.180
C: 3.222 -2.449 -1.914
C: 2.337 -1.437 -2.166
H: 4.397 0.488 -4.032
H: 6.008 -1.387 -3.514
H: 4.607 -4.399 -0.160
H: 4.098 -5.281 -1.639
H: 1.321 -1.492 -1.800